# 1
{"formula": "C19H22N4O3S2", "method": "wB97M-V/def2-TZVPD", "elements": ["C", "C", "C", "C", "N", "S", "O", "O", "C", "C", "C", "C", "N", "C", "S", "C", "C", "O", "N", "C", "C", "C", "C", "C", "C", "N", "C", "C", "H", "H", "H", "H", "H", "H", "H", "H", "H", "H", "H", "H", "H", "H", "H", "H", "H", "H", "H", "H", "H", "H"], "xyz": [[-4.92, 0.63, -0.49], [-5.09, 2.14, -0.41], [-4.14, 2.90, -1.33], [-2.68, 2.79, -0.89], [-1.75, 3.47, -1.77], [-1.35, 2.65, -3.18], [-2.48, 1.98, -3.77], [-0.62, 3.58, -3.99], [-0.25, 1.41, -2.51], [0.91, 1.84, -1.89], [1.79, 0.94, -1.33], [1.47, -0.41, -1.42], [2.14, -1.52, -0.96], [1.41, -2.55, -1.30], [1.78, -4.21, -0.96], [3.43, -4.05, -0.22], [3.37, -3.73, 1.28], [3.59, -4.57, 2.12], [3.07, -2.43, 1.50], [2.88, -1.77, 2.72], [3.12, -2.36, 3.95], [2.91, -1.64, 5.11], [2.46, -0.33, 5.06], [2.22, 0.26, 3.83], [2.43, -0.45, 2.66], [0.28, -2.20, -1.97], [0.28, -0.83, -2.07], [-0.60, 0.08, -2.62], [-4.98, 0.30, -1.53], [-3.96, 0.32, -0.09], [-5.70, 0.13, 0.08], [-4.94, 2.47, 0.62], [-6.12, 2.39, -0.69], [-4.41, 3.96, -1.34], [-4.22, 2.52, -2.35], [-2.36, 1.74, -0.89], [-2.55, 3.19, 0.12], [-2.00, 4.42, -1.97], [1.10, 2.90, -1.86], [2.70, 1.25, -0.85], [3.97, -3.29, -0.78], [3.89, -5.03, -0.34], [2.88, -1.86, 0.67], [3.47, -3.38, 4.00], [3.10, -2.11, 6.07], [2.29, 0.22, 5.97], [1.86, 1.28, 3.78], [2.23, 0.00, 1.70], [-0.42, -2.84, -2.33], [-1.52, -0.20, -3.12]], "relative_energy_kj_mol": 0.0, "homo_lumo_gap_ev": 8.64, "smiles": "CCCCNS(=O)(=O)c1ccc2nc(SCC(=O)Nc3ccccc3)[nH]c2c1", "largest_force_ev_per_a": 1.0, "homo_energy_ha": -0.311}

=====

# 2
{"formula": "C25H35ClF4N2O9S2", "method": "wB97M-V/def2-TZVPD", "elements": ["N", "C", "C", "C", "C", "N", "C", "C", "C", "C", "C", "C", "F", "F", "F", "C", "C", "C", "C", "C", "S", "O", "O", "Cl", "C", "O", "C", "C", "S", "O", "O", "F", "C", "O", "H", "H", "H", "H", "H", "H", "H", "H", "H", "H", "H", "H", "H", "H", "H", "H", "H", "H", "H", "H", "H", "C", "O", "C", "C", "O", "C", "C", "O", "C", "H", "H", "H", "H", "H", "H", "H", "H", "H", "H", "H", "H", "H", "H"], "xyz": [[1.24, 2.20, 0.45], [0.03, 1.35, 0.42], [0.23, 0.00, -0.31], [-0.23, -1.23, 0.43], [-1.27, -2.00, -0.11], [-1.85, -1.59, -1.36], [-1.72, -3.13, 0.57], [-1.16, -3.49, 1.80], [-0.12, -2.74, 2.35], [0.47, -3.12, 3.69], [1.48, -4.27, 3.63], [2.33, -4.32, 4.87], [1.59, -4.41, 5.99], [3.11, -3.22, 5.01], [3.17, -5.38, 4.86], [0.37, -1.63, 1.63], [1.57, -0.88, 2.14], [2.92, -1.61, 1.87], [3.87, -0.83, 0.94], [3.96, -1.50, -0.44], [5.24, -0.69, -1.36], [6.51, -1.02, -0.80], [4.85, 0.67, -1.57], [5.13, -1.66, -3.14], [-1.71, -4.71, 2.46], [-1.76, -4.91, 3.66], [-2.25, -5.76, 1.54], [-2.78, -5.41, 0.38], [-3.47, -6.64, -0.68], [-3.84, -6.10, -1.93], [-4.30, -7.51, 0.09], [-2.12, -7.43, -0.91], [-2.83, -3.95, 0.01], [-3.74, -3.51, -0.66], [1.50, 2.38, 1.41], [2.03, 1.73, 0.03], [-0.81, 1.90, 0.01], [-0.23, 1.13, 1.47], [-0.36, 0.03, -1.22], [1.27, -0.11, -0.64], [-1.82, -2.35, -2.03], [-2.83, -1.39, -1.23], [0.93, -2.24, 4.15], [-0.33, -3.43, 4.36], [0.96, -5.23, 3.60], [2.14, -4.22, 2.77], [1.63, 0.09, 1.64], [1.47, -0.67, 3.20], [3.42, -1.81, 2.82], [2.68, -2.56, 1.39], [3.54, 0.20, 0.81], [4.87, -0.81, 1.36], [3.03, -1.45, -1.00], [4.27, -2.54, -0.33], [-2.24, -6.79, 1.89], [-2.83, 5.75, 0.03], [-2.69, 5.17, -1.25], [-3.60, 5.65, -2.22], [-2.90, 5.98, -3.52], [-1.98, 7.06, -3.48], [-0.79, 6.92, -2.72], [0.20, 5.90, -3.23], [-0.30, 4.58, -3.10], [-0.09, 3.76, -4.22], [-3.56, 5.20, 0.63], [-1.86, 5.70, 0.53], [-3.13, 6.80, -0.04], [-4.13, 6.54, -1.85], [-4.35, 4.88, -2.44], [-3.67, 6.29, -4.23], [-2.43, 5.08, -3.93], [-1.01, 6.74, -1.67], [-0.31, 7.90, -2.79], [1.12, 6.00, -2.63], [0.46, 6.11, -4.27], [-0.19, 4.32, -5.16], [-0.85, 2.98, -4.21], [0.89, 3.28, -4.19]], "homo_lumo_gap_ev": 7.04, "smiles": "NCCc1c(N)c2c(c(CCC(F)(F)F)c1CCCCS(=O)(=O)Cl)C(=O)C=C(S(=O)(=O)F)C2=O.COCCOCCOC", "largest_force_ev_per_a": 1.0, "homo_energy_ha": -0.333}

=====

# 3
{"formula": "C6H10BNO2", "method": "wB97M-V/def2-TZVPD", "elements": ["B", "C", "C", "C", "C", "C", "C", "N", "O", "O", "H", "H", "H", "H", "H", "H", "H", "H", "H", "H"], "xyz": [[-1.84, 0.34, 0.29], [1.86, 1.10, 0.15], [2.11, -0.25, -0.05], [0.69, 1.75, 0.48], [1.12, -1.40, 0.14], [0.03, -0.94, -0.96], [-0.80, 0.25, -0.77], [0.00, 2.56, 0.98], [-2.48, 1.59, 0.21], [-2.19, -0.69, 1.18], [2.58, 1.94, -0.03], [3.14, -0.35, -0.50], [1.54, -2.31, -0.08], [0.65, -1.41, 1.11], [0.53, -0.94, -1.84], [-0.47, -1.95, -0.96], [-0.58, 0.88, -1.64], [-0.94, 2.75, 0.56], [-3.26, 1.73, 0.80], [-2.04, -0.46, 2.08]], "relative_energy_kj_mol": 332.3, "homo_lumo_gap_ev": [7.08, 7.08], "largest_force_ev_per_a": 5.2, "homo_energy_ha": [-0.261, -0.261]}

=====

# 4
{"formula": "CH3N3O3", "method": "wB97M-V/def2-TZVPD", "elements": ["H", "N", "N", "O", "N", "O", "C", "O", "H", "H"], "xyz": [[-1.03, -1.81, -1.94], [-0.23, -1.18, -1.87], [-0.17, -0.66, -0.76], [-1.21, -0.64, 0.34], [0.85, 0.19, -0.49], [0.94, 0.29, 0.94], [-0.06, 1.10, 1.45], [-0.40, 2.09, 0.89], [1.61, -0.20, -1.01], [-0.30, 0.82, 2.46]], "relative_energy_kj_mol": 387.1, "homo_lumo_gap_ev": 10.10, "smiles": "[H]/N=[N+](\\[O-])NOC=O", "largest_force_ev_per_a": 6.5, "homo_energy_ha": -0.383}

=====

# 5
{"formula": "C43H44IN6O9S2Tm", "method": "wB97M-V/def2-TZVPD", "elements": ["Tm", "S", "C", "N", "C", "C", "C", "C", "C", "C", "S", "H", "H", "H", "H", "C", "O", "C", "C", "C", "C", "C", "C", "N", "C", "N", "C", "C", "C", "C", "C", "C", "O", "C", "N", "C", "C", "C", "C", "C", "C", "O", "C", "H", "H", "H", "H", "H", "H", "H", "H", "H", "H", "H", "H", "H", "H", "H", "H", "H", "H", "H", "H", "H", "H", "C", "N", "C", "C", "C", "O", "H", "H", "H", "H", "H", "H", "H", "H", "H", "O", "C", "O", "C", "C", "C", "C", "O", "C", "O", "C", "C", "H", "H", "H", "H", "H", "N", "C", "O", "C", "I", "H", "H", "H", "H"], "xyz": [[-1.03, -0.45, 0.18], [-1.78, -1.73, -2.62], [-1.18, -2.96, -1.67], [-0.40, -2.79, -0.62], [0.11, -3.98, -0.18], [1.08, -4.14, 0.82], [1.50, -5.42, 1.15], [0.97, -6.54, 0.51], [0.04, -6.40, -0.50], [-0.36, -5.13, -0.85], [-1.46, -4.65, -2.12], [1.48, -3.27, 1.31], [2.25, -5.55, 1.91], [1.30, -7.53, 0.81], [-0.36, -7.26, -1.02], [4.96, -2.32, -0.74], [4.33, -1.16, -1.22], [5.08, -0.07, -1.51], [6.47, -0.04, -1.41], [7.18, 1.08, -1.79], [6.53, 2.18, -2.30], [5.14, 2.19, -2.36], [4.40, 1.09, -1.94], [3.00, 1.13, -2.01], [2.10, 0.67, -1.06], [2.65, 0.48, 0.15], [2.27, -0.22, 1.32], [0.95, -0.63, 1.59], [0.81, -1.27, 2.84], [1.86, -1.49, 3.72], [3.15, -1.07, 3.40], [3.35, -0.43, 2.20], [4.59, 0.03, 1.76], [5.68, -0.03, 2.65], [0.84, 0.55, -1.34], [0.42, 0.97, -2.63], [-0.10, 2.27, -2.71], [-0.59, 2.79, -3.89], [-0.59, 2.00, -5.04], [-0.07, 0.73, -4.98], [0.47, 0.19, -3.81], [0.98, -1.05, -4.00], [1.63, -1.81, -3.01], [4.16, -3.03, -0.54], [5.50, -2.11, 0.19], [5.65, -2.74, -1.48], [7.00, -0.91, -1.06], [8.26, 1.07, -1.71], [7.08, 3.04, -2.64], [4.62, 3.05, -2.74], [2.58, 1.62, -2.79], [3.63, 0.72, 0.20], [-0.18, -1.62, 3.14], [1.69, -1.99, 4.67], [3.96, -1.26, 4.09], [6.52, 0.42, 2.11], [5.93, -1.06, 2.91], [5.49, 0.54, 3.56], [-0.11, 2.86, -1.81], [-0.96, 3.80, -3.92], [-0.98, 2.40, -5.96], [-0.06, 0.09, -5.85], [1.60, -2.83, -3.38], [1.15, -1.75, -2.04], [2.68, -1.49, -2.90], [-0.59, 4.23, 3.79], [-0.51, 3.26, 2.72], [0.48, 3.52, 1.70], [-1.32, 2.19, 2.59], [-2.29, 1.89, 3.70], [-1.27, 1.50, 1.57], [-0.31, 5.20, 3.40], [0.09, 3.97, 4.61], [-1.61, 4.31, 4.17], [0.17, 4.36, 1.08], [0.57, 2.63, 1.08], [1.44, 3.73, 2.17], [-1.84, 2.01, 4.68], [-2.62, 0.86, 3.56], [-3.16, 2.54, 3.62], [-2.77, -0.81, 2.05], [-3.49, -0.82, 1.03], [-3.04, -1.18, -0.09], [-4.94, -0.41, 1.06], [-5.54, -0.08, -0.15], [-6.88, 0.30, -0.22], [-7.59, 0.29, 0.95], [-8.92, 0.56, 1.16], [-9.15, 0.34, 2.53], [-7.94, 0.03, 3.17], [-6.99, -0.04, 2.17], [-5.66, -0.38, 2.26], [-4.96, -0.16, -1.05], [-7.35, 0.57, -1.15], [-9.86, -0.49, 2.65], [-9.59, 1.25, 2.97], [-5.19, -0.64, 3.19], [-3.20, 1.10, -3.08], [-3.13, 1.61, -1.85], [-2.30, 1.26, -1.02], [-4.15, 2.68, -1.55], [-3.68, 3.59, 0.31], [-2.61, 0.31, -3.31], [-3.90, 1.40, -3.74], [-5.15, 2.25, -1.46], [-4.16, 3.45, -2.32]], "relative_energy_kj_mol": 0.0, "homo_lumo_gap_ev": [7.01, 7.01], "multiplicity": 3, "largest_force_ev_per_a": 1.7, "s2": 2.002, "homo_energy_ha": [-0.251, -0.251]}

=====

# 6
{"formula": "C4H7N3", "method": "wB97M-V/def2-TZVPD", "elements": ["C", "C", "C", "C", "H", "H", "H", "H", "H", "H", "H", "N", "N", "N"], "xyz": [[-2.40, 0.06, 0.01], [-1.10, 0.27, 0.42], [-0.63, -0.95, -0.08], [2.02, 0.35, -0.04], [-3.16, 0.87, 0.13], [-2.82, -0.56, -0.77], [-0.93, 1.16, 1.05], [-1.27, -1.51, -0.62], [2.54, -1.42, 0.10], [3.32, 0.59, -0.19], [1.35, 2.36, -0.16], [0.47, -1.69, 0.03], [1.71, -0.90, 0.28], [0.89, 1.38, -0.15]], "relative_energy_kj_mol": 657.1, "homo_lumo_gap_ev": 8.69, "largest_force_ev_per_a": 8.1, "homo_energy_ha": -0.301}